{
  "formula": "C6H10",
  "method": "the ωB97M-V functional and the def2-TZVPD basis",
  "species": ["C", "C", "C", "C", "C", "C", "H", "H", "H", "H", "H", "H", "H", "H", "H", "H"],
  "positions_angstrom": [[-0.223, -2.028, -1.482], [0.255, -1.231, -0.715], [0.773, -0.188, 0.180], [0.901, -0.718, 1.617], [-0.103, 1.108, 0.165], [-1.159, 1.248, -0.942], [-0.654, -2.707, -2.182], [1.779, 0.069, -0.177], [-0.079, -1.048, 1.980], [1.593, -1.563, 1.682], [1.261, 0.075, 2.282], [0.580, 1.963, 0.129], [-0.605, 1.170, 1.137], [-0.810, 1.863, -1.776], [-1.442, 0.277, -1.351], [-2.068, 1.710, -0.545]],
  "atomic_forces_ev_per_a": [[0.2, 0.3, 0.3], [-0.2, -0.3, -0.3], [0.0, 0.0, 0.0], [0.0, 0.0, 0.1], [-0.1, 0.1, 0.1], [0.0, 0.0, -0.1], [0.1, 0.0, 0.1], [-0.2, -0.1, 0.0], [0.1, 0.1, -0.1], [-0.1, 0.1, -0.1], [0.0, -0.1, -0.1], [-0.1, -0.1, 0.1], [0.0, -0.1, -0.1], [0.0, -0.1, 0.1], [0.0, 0.1, 0.1], [0.1, 0.0, -0.1]],
  "energy_ha": -234.54113,
  "smiles": "C#C[C@H](C)CC",
  "e_homo_ev": -9.91,
  "de_lowest_kj_mol": 161.1,
  "homo_lumo_gap_ev": 11.1
}

{
  "formula": "C6H10",
  "method": "the ωB97M-V functional and the def2-TZVPD basis",
  "species": ["C", "C", "C", "C", "C", "C", "H", "H", "H", "H", "H", "H", "H", "H", "H", "H"],
  "positions_angstrom": [[1.286, -0.334, 0.463], [0.968, 0.980, -0.286], [-0.505, 0.895, -0.616], [-1.476, 0.495, 0.460], [-0.962, -0.532, -0.506], [0.191, -1.374, 0.053], [1.191, -0.156, 1.541], [2.337, -0.615, 0.313], [1.543, 1.054, -1.219], [1.200, 1.871, 0.308], [-0.877, 1.569, -1.383], [-1.140, 0.408, 1.492], [-2.496, 0.849, 0.348], [-1.635, -0.959, -1.250], [-0.131, -1.924, 0.950], [0.465, -2.149, -0.678]],
  "atomic_forces_ev_per_a": [[0.0, 0.1, 0.1], [0.0, -0.1, 0.0], [0.1, 0.3, -0.1], [-0.1, 0.1, 0.2], [0.0, -0.2, 0.0], [-0.1, 0.0, 0.0], [0.0, 0.0, -0.2], [-0.4, -0.3, -0.1], [-0.1, -0.1, 0.2], [0.1, -0.2, 0.0], [0.0, -0.2, 0.0], [0.0, 0.1, -0.2], [0.1, -0.1, 0.0], [0.2, 0.0, 0.3], [0.0, 0.1, -0.3], [0.4, 0.5, 0.1]],
  "energy_ha": -234.58609,
  "smiles": "C1C[C@@H]2C[C@@H]2C1",
  "e_homo_ev": -9.88,
  "de_lowest_kj_mol": 43.1,
  "homo_lumo_gap_ev": 11.1
}

{
  "formula": "C6H10",
  "method": "the ωB97M-V functional and the def2-TZVPD basis",
  "species": ["C", "C", "C", "C", "C", "C", "H", "H", "H", "H", "H", "H", "H", "H", "H", "H"],
  "positions_angstrom": [[-0.136, 0.322, 1.967], [-0.116, -0.165, 0.536], [1.103, -0.835, -0.037], [0.659, 0.490, -0.572], [-0.308, 0.434, -1.711], [-1.373, -0.454, -0.268], [0.864, 0.665, 2.264], [-0.435, -0.461, 2.675], [-0.830, 1.161, 2.076], [2.021, -0.808, 0.544], [0.981, -1.730, -0.648], [1.260, 1.373, -0.406], [-0.581, 1.432, -2.100], [-0.110, -0.235, -2.546], [-1.422, -1.486, -0.623], [-1.578, 0.297, -1.151]],
  "atomic_forces_ev_per_a": [[-0.1, 0.0, -0.1], [0.0, 0.3, -0.1], [0.1, -0.1, 0.0], [0.4, 0.3, 0.0], [0.5, -0.3, 0.0], [0.6, 0.2, -1.1], [-0.2, -0.1, -0.1], [0.0, 0.1, -0.2], [0.1, -0.1, 0.0], [-0.2, 0.0, 0.0], [0.0, 0.2, 0.1], [0.2, 0.0, -0.1], [-0.4, -0.5, 0.4], [0.1, -0.1, 0.1], [-0.2, 0.1, -0.1], [-1.1, 0.1, 0.9]],
  "energy_ha": -234.43667,
  "e_homo_ev": -8.02,
  "de_lowest_kj_mol": 435.4,
  "homo_lumo_gap_ev": 9.0
}